Here is a cluster of 8 separate species, C81H77ClF7NO4 in total in a non-equilibrium geometry from OMol25. Energies are from wB97M-V/def2-TZVPD.

Values from the calculation:
Total energy in eV: -126471.107
SMILES: O=C(Cl)Cc1cc(COc2ccccc2)cc2c1C(=O)c1ccc(CCCCCCCCCCCCn3cccc3)cc1C2=O.Fc1ccccc1.Fc1ccccc1.Fc1ccccc1.Fc1ccccc1.Fc1ccccc1.Fc1ccccc1.Fc1ccccc1

Geometry (Å):
O -3.799 3.359 -0.306
C -3.044 4.241 -0.190
Cl -1.819 4.459 -1.486
C -3.031 5.180 0.998
C -2.454 4.418 2.169
C -3.321 3.979 3.160
C -2.920 3.220 4.249
C -3.915 2.728 5.281
O -3.330 2.052 6.374
C -3.208 0.684 6.243
C -1.975 0.106 6.523
C -1.775 -1.263 6.430
C -2.828 -2.098 6.074
C -4.069 -1.523 5.827
C -4.264 -0.152 5.899
C -1.578 2.896 4.371
C -0.705 3.337 3.386
C -1.102 4.095 2.287
C -0.041 4.480 1.301
O 0.027 5.569 0.795
C 0.945 3.402 1.043
C 1.483 3.138 -0.206
C 2.352 2.059 -0.330
C 2.691 1.244 0.741
C 3.570 0.026 0.598
C 2.971 -1.108 1.452
C 1.520 -1.413 1.058
C 0.722 -2.067 2.210
C 0.016 -3.362 1.799
C -1.317 -3.158 1.061
C -2.379 -2.332 1.791
C -3.549 -2.081 0.798
C -3.324 -0.766 0.007
C -3.871 -0.822 -1.432
C -5.235 -0.101 -1.600
C -5.426 0.493 -3.010
N -5.769 1.906 -3.050
C -6.681 2.589 -2.312
C -6.683 3.911 -2.681
C -5.707 4.024 -3.708
C -5.153 2.785 -3.899
C 2.186 1.553 2.009
C 1.322 2.622 2.133
C 0.732 2.949 3.461
O 1.350 2.883 4.495
H -4.050 5.470 1.236
H -2.453 6.072 0.773
H -4.376 4.208 3.050
H -4.685 2.148 4.772
H -4.415 3.605 5.694
H -1.149 0.743 6.811
H -0.793 -1.663 6.632
H -2.668 -3.162 5.993
H -4.885 -2.185 5.567
H -5.243 0.262 5.700
H -1.173 2.323 5.187
H 1.222 3.752 -1.054
H 2.768 1.814 -1.297
H 3.633 -0.334 -0.427
H 4.570 0.217 0.988
H 3.563 -2.007 1.263
H 3.039 -0.923 2.520
H 1.484 -2.068 0.187
H 0.969 -0.510 0.795
H -0.017 -1.343 2.548
H 1.358 -2.259 3.074
H -0.173 -3.958 2.692
H 0.695 -3.899 1.135
H -1.181 -2.774 0.047
H -1.755 -4.153 0.938
H -2.806 -2.891 2.619
H -2.032 -1.349 2.098
H -4.501 -2.049 1.332
H -3.612 -2.914 0.095
H -2.244 -0.639 -0.067
H -3.766 0.047 0.579
H -3.142 -0.367 -2.103
H -4.012 -1.847 -1.779
H -5.337 0.649 -0.819
H -6.021 -0.837 -1.425
H -6.195 -0.065 -3.548
H -4.506 0.364 -3.573
H -7.305 2.131 -1.564
H -7.305 4.678 -2.260
H -5.465 4.937 -4.225
H -4.367 2.531 -4.588
H 2.409 0.981 2.895
F 7.429 5.080 4.784
C 6.419 4.882 3.910
C 6.599 5.237 2.589
C 5.559 5.028 1.693
C 4.361 4.480 2.130
C 4.198 4.134 3.466
C 5.237 4.332 4.365
H 7.539 5.669 2.271
H 5.686 5.293 0.651
H 3.553 4.322 1.426
H 3.264 3.706 3.815
H 5.137 4.062 5.408
F -9.604 3.700 -3.421
C -9.830 4.038 -4.706
C -8.787 3.990 -5.609
C -9.032 4.335 -6.930
C -10.303 4.729 -7.328
C -11.336 4.774 -6.402
C -11.103 4.422 -5.080
H -7.803 3.687 -5.276
H -8.227 4.296 -7.652
H -10.488 5.000 -8.359
H -12.326 5.083 -6.708
H -11.896 4.442 -4.344
F -1.492 -1.896 -3.971
C -1.350 -0.836 -4.792
C -1.918 -0.879 -6.050
C -1.773 0.217 -6.888
C -1.060 1.332 -6.465
C -0.495 1.353 -5.197
C -0.643 0.265 -4.349
H -2.464 -1.759 -6.363
H -2.217 0.201 -7.874
H -0.947 2.183 -7.123
H 0.062 2.219 -4.865
H -0.218 0.266 -3.353
F 4.176 0.956 -2.807
C 5.264 1.757 -2.716
C 5.515 2.655 -3.733
C 6.631 3.475 -3.640
C 7.478 3.377 -2.544
C 7.207 2.463 -1.535
C 6.088 1.647 -1.614
H 4.847 2.708 -4.583
H 6.839 4.189 -4.425
H 8.350 4.015 -2.477
H 7.868 2.382 -0.682
H 5.853 0.946 -0.840
F 6.891 -0.781 -0.590
C 7.726 -1.791 -0.925
C 8.122 -1.916 -2.241
C 8.982 -2.949 -2.582
C 9.423 -3.840 -1.612
C 9.007 -3.696 -0.295
C 8.155 -2.660 0.057
H 7.760 -1.213 -2.980
H 9.309 -3.058 -3.608
H 10.091 -4.647 -1.883
H 9.346 -4.393 0.459
H 7.825 -2.524 1.078
F -6.140 -4.193 3.326
C -5.355 -5.248 3.025
C -4.898 -5.395 1.731
C -4.085 -6.476 1.423
C -3.750 -7.397 2.407
C -4.224 -7.232 3.702
C -5.029 -6.148 4.020
H -5.176 -4.670 0.978
H -3.713 -6.598 0.415
H -3.118 -8.241 2.165
H -3.966 -7.951 4.469
H -5.402 -5.997 5.024
F 7.881 -6.666 0.388
C 8.720 -7.662 0.042
C 9.111 -7.777 -1.277
C 9.979 -8.799 -1.631
C 10.435 -9.692 -0.671
C 10.025 -9.560 0.649
C 9.165 -8.535 1.014
H 8.737 -7.074 -2.011
H 10.300 -8.899 -2.660
H 11.109 -10.491 -0.951
H 10.377 -10.257 1.398
H 8.840 -8.409 2.038

Löwdin atomic charge list, values in e, 6 entries:
1. O 0.076
2. C -0.757
3. Cl 0.679
4. C -0.090
5. C -0.136
6. C 0.033